The following is a DFT calculation (ωB97M-V/def2-TZVPD) of a structure of composition C14H18ClIrRh at a distorted geometry.

Properties
**Multiplicity**: 9
**E_tot**: -1218.91940 Ha
**HOMO-LUMO gap (spin up / spin down)**: 0.177 / 0.140 hartree
**Charge**: -1
**ΔE to the lowest compared entry with this formula, charge and spin**: 0.8231 eV
**HOMO (spin up / spin down)**: -1.84 / -4.88 eV

Last column: natural (NBO) charge in e.
Element x y z (Å)
Ir  0.4790  -0.6493  -1.8585  1.005
Cl  2.0203  -2.2607  -2.6952  -0.571
C  2.0215  0.6374  -1.8097  -0.881
C  -0.6587  -1.0778  -3.4617  -0.959
H  2.4741  0.6348  -2.8207  0.203
H  1.7175  1.6490  -1.5040  0.182
H  2.7447  0.1969  -1.1007  0.196
H  -0.0681  -0.7234  -4.3212  0.205
H  -1.6279  -0.5651  -3.4248  0.184
H  -0.7776  -2.1698  -3.5083  0.204
Rh  -0.8627  0.8711  -0.0654  0.838
C  -0.6473  -1.5435  -0.4629  -1.095
C  -0.7277  1.2628  -1.9536  -0.941
H  -1.6215  -1.8533  -0.8701  0.208
H  -0.0053  -2.4329  -0.2815  0.241
H  -0.8045  -1.0870  0.5524  0.180
H  -1.6872  1.1435  -2.4903  0.166
H  -0.1151  2.1368  -2.2295  0.185
C  1.8606  1.4451  4.6949  -0.129
C  1.8430  0.5679  3.5916  -0.137
C  0.9271  0.7632  2.5567  -0.436
C  -0.0152  1.7968  2.6317  0.214
C  -0.9640  2.0514  1.6002  -0.478
C  -1.9070  3.0562  1.6698  -0.179
C  -1.8848  3.9316  2.7958  -0.138
C  -0.9530  3.7581  3.8053  -0.368
C  -0.0209  2.6908  3.7714  0.101
C  0.9504  2.4936  4.7716  -0.420
H  2.5959  1.3076  5.4895  0.198
H  2.5612  -0.2492  3.5370  0.206
H  0.9341  0.1302  1.6613  0.216
H  -2.6276  3.1469  0.8627  0.207
H  -2.6073  4.7483  2.8490  0.195
H  -0.9182  4.4548  4.6474  0.203
H  0.9668  3.1927  5.6125  0.196